Record 1
Below is a cluster of 3 separate species, C14H21BNO10 in total, with properties calculated with the ωB97M-V functional and the def2-TZVPD basis.

```
! RIJCOSX wB97M-V def2-TZVPD def2/J DEFGRID3
* xyz -1 1
C 3.2265 4.4725 0.4015
C 1.8391 4.2059 0.9337
O 1.1870 5.0649 1.4844
N 1.3874 2.8680 0.8366
C 1.2772 2.2515 2.1755
B 1.9704 1.9867 -0.1816
C 1.6328 2.2613 -1.7273
C 0.3356 2.9683 -1.9047
O -0.7500 2.4386 -1.8377
C 2.9200 0.7758 0.1983
O 2.5127 -0.3548 -0.1747
O 3.9673 1.0785 0.8216
H 3.2976 4.2042 -0.6523
H 3.4661 5.5266 0.5203
H 3.9407 3.8322 0.9262
H 0.8685 1.2506 2.0634
H 2.2496 2.1870 2.6702
H 0.5843 2.8325 2.7835
H 2.4435 2.8825 -2.1220
H 1.6208 1.2974 -2.2384
H 0.3854 4.0620 -2.0944
C -3.8305 1.4354 -2.2391
C -4.3940 0.0451 -2.1485
C -5.9038 -0.0605 -2.0569
O -6.0874 -1.2820 -1.3350
C -4.9762 -1.4848 -0.5775
O -4.8856 -2.3196 0.2637
O -4.0116 -0.6089 -0.9185
H -2.7483 1.4408 -2.1292
H -4.0802 1.8661 -3.2103
H -4.2452 2.0711 -1.4549
H -4.0251 -0.5788 -2.9685
H -6.4079 -0.1269 -3.0176
H -6.3245 0.7600 -1.4696
C 2.3542 -3.1026 1.0401
C 1.8726 -4.5219 1.1004
C 0.4993 -4.7347 1.7042
O 0.5946 -6.0659 2.2370
C 1.8999 -6.3108 2.5022
O 2.2931 -7.2611 3.1066
O 2.6769 -5.3404 1.9927
H 3.4021 -3.0520 0.7529
H 1.7943 -2.5292 0.3036
H 2.2494 -2.6058 2.0051
H 1.9247 -4.9957 0.1152
H -0.3186 -4.6867 0.9912
H 0.3153 -4.0424 2.5286
*
```

DFT total energy = -37503.279 eV
HOMO = -0.1722 hartree
LUMO = 2.396 eV

Results of the Löwdin charge analysis, in e, for atoms 1 through 4: C 0.017; C -0.481; O 0.073; N 0.017


Record 2
Below is the ion C14H21ClN3O5S2 with charge -1, with properties calculated with the ωB97M-V functional and the def2-TZVPD basis.

```
! RIJCOSX wB97M-V def2-TZVPD def2/J DEFGRID3
* xyz -1 1
O 1.8750 -2.1602 -0.0586
S 2.1145 -1.8971 -1.5759
O 0.8839 -2.3149 -2.4108
Cl 3.7041 -3.0830 -2.3189
N 2.5638 -0.2197 -1.8483
S 1.5377 0.8006 -0.8828
O 2.0088 0.7940 0.5930
O 0.0886 0.2597 -0.9972
C 1.4396 2.5636 -1.5490
C -0.0834 3.1808 -1.4264
C -0.4717 3.3178 0.1538
N -1.9472 3.3651 0.4226
C -2.5877 2.0124 0.4298
C -3.5908 1.6941 -0.7889
C -4.1765 0.1809 -0.8594
C -5.2127 -0.2944 -2.0037
C -5.7134 0.7426 -3.1169
C -5.1331 2.2351 -3.0699
C -4.0822 2.6827 -1.9321
O -3.5893 4.0436 -1.9875
H 1.7319 2.6171 -2.6741
H 2.1865 3.2639 -0.9808
H -0.8506 2.5844 -2.0503
H -0.0687 4.2664 -1.8643
H -0.0289 4.3522 0.4958
H 0.0505 2.5256 0.8313
H -2.0610 3.7786 1.3684
H -3.2191 1.9435 1.4166
H -1.7662 1.1791 0.5265
H -3.8647 -0.6409 -0.0919
H -5.5855 -1.3926 -2.0250
H -6.4430 0.4155 -3.9520
H -5.4418 3.0497 -3.8528
H -2.9467 4.0377 -2.7610
C 5.1239 -5.0049 3.0900
C 4.5171 -3.9915 4.0549
C 3.0161 -3.7895 3.8391
C 2.7654 -3.2754 2.4390
N 2.5620 -2.8569 1.3048
H 5.0364 -4.6750 2.0510
H 6.1894 -5.1381 3.2994
H 4.6334 -5.9795 3.1850
H 5.0406 -3.0357 3.9407
H 4.6882 -4.3316 5.0817
H 2.6267 -3.0662 4.5621
H 2.4773 -4.7321 3.9783
*
```

DFT total energy = -63746.171 eV
HOMO = -0.1502 hartree
LUMO = 2.674 eV

Results of the Löwdin charge analysis, in e, for atoms 1 through 4: O -0.497; S 0.418; O -0.464; Cl 0.226


Record 3
Below is a cluster of 8 separate species, C14H21ClN7O4 in total, with properties calculated with the ωB97M-V functional and the def2-TZVPD basis.

```
! RIJCOSX wB97M-V def2-TZVPD def2/J DEFGRID3
* xyz -2 2
Cl -0.7878 0.0691 -0.4018
O -1.3720 -0.5281 0.7961
O -1.3475 1.3996 -0.6155
O 0.6642 0.2576 -0.2692
O -1.0300 -0.8433 -1.4375
C -4.0113 -1.0854 3.2834
C -3.4296 0.2536 3.4255
N -3.0725 1.3034 3.6246
H -3.7785 -1.7024 4.1513
H -3.6784 -1.5579 2.3593
H -5.0941 -1.0159 3.1788
C 2.6790 2.0419 -2.2102
C 3.9106 2.1897 -1.4198
N 4.8813 2.2615 -0.7559
H 2.5659 2.9162 -2.8513
H 1.8185 2.0135 -1.5418
H 2.6865 1.1109 -2.7770
C 0.9525 -0.0232 3.7503
C -0.0382 -0.8301 4.4648
N -0.8416 -1.4421 5.0270
H 0.8775 -0.0662 2.6637
H 1.9786 -0.3277 3.9564
H 0.8814 0.9682 4.1978
C 1.4973 -3.1767 -0.8676
C 1.9328 -4.5036 -1.4044
N 2.2266 -5.5211 -1.8299
H 1.7884 -3.0522 0.1754
H 0.4543 -2.9131 -1.0427
H 2.1871 -2.5239 -1.4025
C -4.5192 2.3160 -1.0982
C -4.3561 2.6929 0.3082
N -4.1246 3.0397 1.3963
H -5.3728 2.7875 -1.5851
H -4.7316 1.2475 -1.0630
H -3.6062 2.5994 -1.6218
C 0.1412 0.8079 -4.3450
C -0.4795 1.0357 -5.5751
N -0.9048 1.1892 -6.6324
H 1.1942 1.0044 -4.5467
H -0.0833 -0.2428 -4.1616
H -0.1724 1.4605 -3.5302
C 3.3506 -0.5413 1.5385
C 4.1547 -1.6464 1.0179
N 4.7144 -2.5605 0.6083
H 2.3185 -0.8852 1.6061
H 3.3188 0.3391 0.8966
H 3.6572 -0.3162 2.5599
*
```

DFT total energy = -45991.939 eV
HOMO (spin up / spin down) = 0.0978 / -0.1837 hartree
LUMO (spin up / spin down) = 4.577 / 4.466 eV

Results of the Löwdin charge analysis, in e, for atoms 1 through 4: Cl 0.619; O -0.394; O -0.384; O -0.405


Record 4
Below is a structure of composition C14H21CrF6N3O6S2Si, with properties calculated with the ωB97M-V functional and the def2-TZVPD basis.

```
! RIJCOSX wB97M-V def2-TZVPD def2/J DEFGRID3
* xyz 0 5
Cr -0.1456 -1.1310 -0.3065
F -4.9833 -1.8585 -0.8626
C -4.8266 -1.2563 0.3209
F -4.9887 -2.1588 1.2810
F -5.7448 -0.3081 0.4458
S -3.1441 -0.5226 0.4590
O -2.2760 -1.6685 0.1785
O -3.0640 0.0543 1.7628
N -3.1466 0.4356 -0.7763
S -2.6194 1.9292 -0.7873
O -2.3956 2.3202 -2.1418
O -1.6036 2.1841 0.1990
C -4.0761 2.9182 -0.2416
F -3.7663 4.2110 -0.2755
F -4.4239 2.5869 0.9990
F -5.1089 2.6969 -1.0507
C 1.2891 -0.4962 3.6669
C 0.2985 -0.0718 2.6302
N -0.3503 1.0716 2.7933
O 0.0907 -0.7958 1.6415
H 1.3452 0.1983 4.5020
H 2.2659 -0.5650 3.1856
H 1.0139 -1.4866 4.0275
H -0.1620 1.6553 3.5876
H -1.0161 1.3792 2.0917
C 2.6406 0.0687 -2.4224
Si 2.3074 -0.8765 -0.8155
C 3.2853 -2.4947 -0.9544
C 3.1599 0.1357 0.5526
C 4.2083 -0.3586 1.3327
C 4.7818 0.3990 2.3486
C 4.3199 1.6817 2.6057
C 3.2822 2.1994 1.8396
C 2.7125 1.4313 0.8341
H 3.7134 0.1666 -2.6093
H 2.2092 1.0717 -2.3898
H 2.1901 -0.4529 -3.2704
H 4.3446 -2.3092 -1.1554
H 2.8935 -3.0955 -1.7787
H 3.2116 -3.0994 -0.0477
H 4.5895 -1.3565 1.1474
H 5.5944 -0.0114 2.9359
H 4.7684 2.2768 3.3914
H 2.9199 3.2040 2.0249
H 1.8940 1.8510 0.2544
C -1.6739 -0.6309 -4.2904
C -1.5866 -1.4109 -3.0189
N -2.5652 -2.2676 -2.7288
O -0.6110 -1.2528 -2.2664
H -2.4286 -1.0192 -4.9711
H -0.6982 -0.6284 -4.7713
H -1.9188 0.3981 -4.0192
H -3.3962 -2.2932 -3.2927
H -2.6094 -2.6476 -1.7949
*
```

DFT total energy = -105891.017 eV
HOMO (spin up / spin down) = -0.2835 / -0.2661 hartree
LUMO (spin up / spin down) = 0.325 / 0.226 eV

Results of the Löwdin charge analysis, in e, for atoms 1 through 4: Cr 0.681; F 0.132; C -0.678; F 0.157


no.,strongest force on any atom (Eh/bohr)
1,0.018
2,0.327
3,0.063
4,0.004